Version i
{
  "formula": "C6H13N",
  "method": "ωB97M-V with the def2-TZVPD basis set",
  "lumo_energy_ev": [-4.4, -7.7],
  "multiplicity": 2,
  "homo_ev": [-15.11, -15.06],
  "charge": 1,
  "gap_ev": [10.74, 7.32],
  "elements": ["N", "C", "C", "C", "C", "C", "C", "H", "H", "H", "H", "H", "H", "H", "H", "H", "H", "H", "H", "H"],
  "positions_angstrom": [[-0.6869, 1.1049, -1.4388], [0.4037, 2.0435, 0.4797], [0.2865, -1.1468, 1.7846], [-1.9693, 0.2523, -1.2994], [0.2828, 0.9790, -0.4720], [1.3039, -0.2513, -0.5472], [1.0443, -1.5179, 0.3471], [1.2888, -0.6891, -1.6296], [-1.6891, -0.6988, -1.6607], [2.3728, 0.0789, -0.3705], [-0.9836, 1.9780, -1.4512], [2.0646, -1.7001, 0.5761], [-0.4111, 2.6615, 0.5757], [0.4561, -2.3795, -0.0764], [1.2572, 2.1684, 1.2735], [0.0976, -2.1850, 2.2227], [-2.7670, 0.2886, -2.0043], [-2.2181, 0.1896, -0.2203], [-0.7051, -0.8237, 1.5260], [0.5721, -0.3524, 2.3851]]
}


Version ii
{
  "formula": "C6H13N",
  "method": "ωB97M-V with the def2-TZVPD basis set",
  "lumo_energy_ev": [-7.2, -6.7],
  "multiplicity": 2,
  "homo_ev": [-12.65, -14.01],
  "charge": 1,
  "gap_ev": [5.46, 7.27],
  "elements": ["N", "C", "C", "C", "C", "C", "C", "H", "H", "H", "H", "H", "H", "H", "H", "H", "H", "H", "H", "H"],
  "positions_angstrom": [[-0.3998, -2.9616, -1.1331], [-1.1510, -0.6742, -0.2349], [1.9953, 1.0525, 1.2098], [-0.0849, 2.6462, 0.6840], [-1.3608, -1.7998, -1.2261], [0.1129, 0.3129, -0.2113], [0.5595, 1.2775, 0.8558], [0.0626, 3.1539, -0.2998], [-1.9103, 0.0797, -0.0863], [-0.6814, -3.3413, -0.2761], [-1.5342, -1.6132, -2.3040], [0.2410, 3.4538, 1.3263], [-0.0922, 0.6389, -1.1795], [0.3926, -2.4526, -0.9875], [2.3815, 1.8333, 1.8934], [-1.0334, -1.1507, 0.7271], [-1.2277, 2.6762, 0.7806], [2.7715, 1.0107, 0.3713], [2.2309, 0.0433, 1.7298], [0.7718, -0.4916, -0.2269]]
}


Structures ranked by computed energy, the most stable listed first: version i, version ii.


Version i
{
  "formula": "C3H2F2O",
  "method": "ωB97M-V with the def2-TZVPD basis set",
  "lumo_energy_ev": [-1.1, -1.2],
  "homo_ev": [-8.44, -8.42],
  "gap_ev": [7.29, 7.17],
  "elements": ["F", "F", "O", "C", "C", "C", "H", "H"],
  "positions_angstrom": [[-3.0375, 0.4470, -0.0877], [2.2077, 0.9230, -0.0915], [0.4020, -0.5353, 0.0113], [-0.7771, 0.0919, 0.1484], [1.6421, -0.3149, -0.0376], [-2.1037, -0.5154, -0.0834], [2.2193, -1.2048, -0.1646], [-0.5529, 1.1085, 0.3050]]
}


Version ii
{
  "formula": "C3H2F2O",
  "method": "ωB97M-V with the def2-TZVPD basis set",
  "lumo_energy_ev": 0.0,
  "smiles": "C=C(F)C(=O)F",
  "homo_ev": -11.05,
  "gap_ev": 11.03,
  "elements": ["F", "F", "O", "C", "C", "C", "H", "H"],
  "positions_angstrom": [[-1.5398, 0.9212, -0.2873], [1.3621, -0.4940, 1.2611], [-1.1747, 0.6606, 1.8608], [-0.7532, 0.5467, 0.7787], [0.5321, -0.4633, -0.9907], [0.4944, -0.1353, 0.2977], [-0.1637, 0.0883, -1.5902], [1.2427, -1.1242, -1.3301]]
}


Structures ranked by computed energy, the most stable listed first: version ii, version i.